{"formula": "C38H40FN6O6Rh", "method": "ωB97M-V/def2-TZVPD", "species": ["C", "C", "C", "H", "C", "H", "H", "H", "H", "C", "C", "H", "C", "H", "C", "H", "H", "H", "N", "H", "C", "C", "H", "H", "H", "C", "C", "O", "Rh", "C", "C", "N", "H", "C", "H", "C", "C", "H", "H", "C", "H", "H", "C", "H", "H", "C", "C", "C", "O", "C", "C", "C", "H", "C", "C", "C", "H", "N", "H", "H", "C", "C", "C", "N", "H", "H", "H", "H", "F", "O", "H", "C", "C", "O", "C", "N", "H", "H", "C", "C", "N", "C", "H", "H", "H", "H", "H", "O", "H", "O", "H", "C"], "coordinates": [[4.9574, 1.2202, -0.8070], [3.2341, 2.2475, -6.5419], [-3.8951, 3.5715, 4.3969], [7.2035, -1.9276, -6.6520], [-3.6899, 0.1351, 4.1715], [2.2824, 1.9063, -6.1434], [-4.3057, 4.1566, 5.2228], [0.7905, 5.2802, -2.0393], [3.0604, -4.6731, -5.1232], [-2.1553, 0.0703, 2.3036], [1.5930, -2.0347, -2.3335], [-4.8381, -2.4623, 6.5590], [-3.5789, -1.7896, 2.7785], [3.2838, 1.6164, -4.1504], [2.2937, 2.2442, -2.1947], [5.8998, -0.1805, -7.8392], [0.3021, -1.9678, 0.8161], [4.8859, -1.1791, -3.1397], [2.2545, -1.2323, -3.2649], [-7.9065, -3.6507, 4.5788], [-6.6230, -1.2231, 6.5891], [3.9171, 3.9886, -1.9195], [-2.9421, 2.1349, 5.7167], [-0.6036, 3.3326, 3.4876], [-6.8162, -0.1558, 6.6514], [0.6994, 2.4688, 1.3875], [5.6811, -0.4340, -6.8070], [1.4548, 1.6634, 0.6784], [0.8206, 0.3560, -0.7075], [-5.2048, -1.5375, 6.1002], [1.1427, -1.5370, -1.1111], [3.2340, 0.6109, -4.1861], [4.1166, 0.6946, -0.3512], [4.3261, -0.0491, -4.8706], [3.1589, 5.9880, -1.7867], [6.1194, -1.6820, -4.8083], [1.3649, -3.3961, -2.6208], [4.9599, 4.2739, -1.8287], [-4.6795, 2.9186, 4.0057], [-5.8770, -2.9321, 4.2393], [-8.5362, -1.8499, 5.9860], [0.5124, -5.2058, -1.9749], [-1.0582, 2.4222, 3.1110], [6.7045, -2.4072, -4.2540], [2.6188, -1.6775, -4.0877], [0.5418, -2.3578, -0.1653], [5.0911, -1.0009, -4.1897], [-1.1648, 0.7105, 1.4636], [1.7017, -4.0661, -3.7569], [1.5864, 4.5431, -2.0400], [-2.6520, 0.7259, 3.4345], [6.4036, -1.4037, -6.1399], [-6.1791, -2.8566, 3.1994], [2.5041, 0.0803, -3.1985], [0.6825, -4.1708, -1.7058], [-7.1151, -3.1509, 5.1268], [-7.6288, -1.1858, 4.7832], [1.9347, 0.8426, -2.2857], [5.7885, 0.5374, -0.9497], [-1.9072, 3.4455, 5.2157], [3.6100, 2.6448, -2.0587], [1.2871, 3.1987, -2.1900], [2.8297, -3.7621, -4.5820], [-7.5992, -1.8027, 5.5923], [2.5969, -2.9937, -5.3236], [-4.5393, -0.7456, 6.4162], [-4.1428, 0.6853, 4.9839], [-5.2274, -3.8011, 4.3385], [-3.9501, -3.0465, 2.4839], [4.6035, 1.7191, -2.1057], [5.2633, 2.0370, -0.1513], [-4.1656, -1.1252, 3.8797], [-0.5412, 1.8511, 1.9834], [0.9673, 3.6202, 1.6380], [0.2747, -3.6676, -0.4767], [-2.1056, 1.9484, 3.7920], [-3.6035, 4.2665, 3.6058], [3.0460, 2.8657, -7.4109], [4.6484, 0.2660, -6.1901], [-2.6416, -1.2036, 1.9957], [-5.2304, -1.6680, 4.6400], [2.9103, 4.9389, -1.9050], [0.2652, 2.8726, -2.3230], [3.7038, -3.4857, -3.9919], [-6.8215, -1.6731, 7.5578], [3.7704, 2.8541, -5.8037], [-2.2516, -1.7372, 1.1362], [-0.9365, 0.2292, 0.3179], [-0.2279, -4.3095, 0.2364], [4.0419, 1.1697, -7.0083], [-6.8935, -3.7302, 6.0189], [-2.6905, 2.7763, 4.8760]], "forces_ev_per_angstrom": [[0.0768, 0.0574, -0.0266], [0.2504, -0.0844, 0.0919], [0.0055, 0.0302, -0.0743], [-0.0894, 0.0703, 0.0460], [0.0344, 0.2541, 0.1830], [-0.0778, -0.0460, 0.0255], [0.0309, -0.0677, -0.0642], [0.0886, -0.1035, 0.0117], [-0.0405, -0.0770, -0.0061], [-0.1571, 0.1906, -0.0234], [0.2356, 0.2430, -0.0484], [0.0047, -0.0015, 0.0059], [-0.1805, 0.0099, 0.2389], [0.0687, -0.0004, 0.0382], [-0.5547, -0.5390, -0.3782], [-0.0241, -0.0376, 0.1164], [-0.0724, 0.0390, -0.0812], [-0.0117, 0.0182, -0.0404], [-0.1237, -0.3308, 0.1427], [-0.1003, 0.0166, -0.0256], [0.0181, -0.0045, -0.0668], [0.1030, 0.1939, -0.0088], [0.0770, -0.0744, 0.0278], [-0.0661, 0.0080, -0.0911], [-0.0384, 0.0516, -0.0589], [-0.2390, -0.2635, -0.0382], [0.2884, -0.1335, -0.1572], [0.3790, -0.0755, -0.2728], [-0.4589, 0.2591, -0.7436], [-0.0424, -0.2006, -0.2666], [-0.1368, 0.7952, 0.4416], [0.6539, 0.0079, -0.6704], [-0.0856, -0.0074, 0.0156], [-0.4285, 0.0703, 0.3390], [-0.0267, -0.1126, -0.0278], [-0.0087, -0.0567, 0.0374], [0.1608, -0.2437, -0.1050], [-0.0807, -0.0408, 0.0074], [0.0403, 0.0544, 0.0333], [-0.0160, 0.3512, 0.1709], [-0.0943, -0.0411, 0.0606], [-0.0108, 0.0476, 0.0282], [0.1116, 0.3358, 0.0792], [-0.0668, 0.0651, -0.0502], [0.0420, -0.0654, -0.0771], [0.0284, -0.2360, 0.2394], [0.0325, 0.1400, 0.1776], [-0.1643, -0.1157, 0.0369], [-0.0135, 0.1784, -0.3813], [-0.0754, -0.0124, -0.0075], [-0.0710, 0.0162, 0.0520], [0.0345, 0.0420, -0.1246], [-0.0235, 0.0069, -0.0606], [-0.2640, 0.2282, -0.0294], [-0.0652, -0.2038, 0.1544], [0.1318, 0.1400, -0.0688], [-0.0400, 0.1255, -0.1205], [0.2882, 0.5497, 0.7702], [0.0515, -0.0328, -0.0340], [0.1060, 0.0244, 0.0182], [0.2077, 0.3248, 0.1073], [-0.1521, 0.1298, -0.0939], [-0.0631, -0.0951, 0.2864], [0.2923, -0.2158, 0.1130], [-0.0196, 0.0163, -0.0484], [0.0908, 0.0643, -0.0003], [0.0170, -0.0171, -0.0575], [0.0483, -0.0663, 0.0437], [-0.0643, -0.1695, -0.0482], [0.4904, -0.4031, 0.3634], [0.0000, 0.0057, -0.0179], [-0.2239, -0.2105, -0.0455], [0.3393, 0.0580, 0.1306], [0.1625, -0.1001, 0.0035], [-0.0009, -0.2198, 0.0222], [-0.2907, 0.0294, 0.3765], [-0.0460, -0.0732, 0.0604], [0.0194, 0.0407, -0.1058], [-0.2784, 0.2160, -0.2491], [0.1907, 0.0282, -0.3330], [0.0175, -0.1789, 0.1034], [0.0011, 0.0925, 0.0441], [-0.1325, -0.0056, -0.0073], [0.0189, 0.0421, 0.0426], [-0.0807, -0.0528, 0.0283], [-0.0062, -0.0370, -0.0051], [-0.0138, 0.0493, 0.0375], [0.1739, -0.5133, 0.0043], [0.0506, -0.0222, -0.0522], [-0.1422, -0.0694, 0.0849], [-0.0100, 0.0148, 0.0721], [0.0099, -0.0750, -0.2206]], "mulliken_charge": [-0.82, -0.72, -1.01, 0.42, -0.41, 0.28, 0.39, 0.45, 0.39, 1.04, 1.17, 0.32, 0.32, 0.52, 0.72, 0.46, 0.75, 0.64, 0.17, 0.40, -0.75, -0.42, 0.43, 0.53, 0.43, 0.05, -0.52, -0.69, 0.62, -0.64, 0.02, 0.10, 0.15, -0.11, 0.45, -1.06, 0.32, 0.51, 0.31, -0.76, 0.34, 0.46, -0.19, 0.46, -0.33, -0.66, 0.44, 1.76, -0.54, -0.83, -0.34, -0.56, 0.53, 0.13, -0.61, -0.76, 0.37, -0.22, 0.30, 0.46, 0.29, -0.87, -0.94, -0.15, 0.40, 0.48, 0.70, 0.43, -0.34, -0.39, 0.40, -1.29, -0.32, -0.62, -0.96, 0.13, 0.34, 0.34, 0.24, -0.75, 0.19, -0.63, 0.59, 0.40, 0.37, 0.26, 0.72, -1.01, 0.42, -0.51, 0.34, -0.93], "gap_ev": [6.2326, 6.2527], "e_homo_ev": [-11.9, -11.9], "total_energy_ha": -2461.88256, "lumo_ev": [-5.7, -5.6], "charge": 2}